Entry 1:
Entry from the OMol25 dataset: the molecule C22H25ClN2O3 (the ωB97M-V functional and the def2-TZVPD basis).

Calculated values
HOMO energy	-0.30475	Ha

Each line ends with the Löwdin charge.
CARTESIAN COORDINATES (ANGSTROEM)
O (-0.71541, -2.62822, -0.10061)  0.074
C (0.27633, -1.92680, -0.11097)  -0.465
N (0.22553, -0.59992, 0.12556)  0.105
C (-1.04165, 0.05018, 0.36916)  -0.119
C (-1.80776, 0.28985, -0.94403)  -0.173
O (-3.05738, 0.89075, -0.72620)  -0.043
C (-4.09288, 0.12921, -0.25152)  -0.260
C (-5.27389, 0.82887, -0.00358)  -0.014
C (-6.39349, 0.16882, 0.45836)  -0.091
C (-6.35474, -1.19897, 0.67934)  -0.107
C (-5.18476, -1.89262, 0.43363)  -0.083
C (-4.05134, -1.24249, -0.02836)  -0.021
C (1.66045, -2.52707, -0.35246)  -0.201
C (2.23118, -3.04722, 0.96912)  -0.130
C (2.51483, -1.87753, 1.89784)  -0.077
C (3.31798, -0.75983, 1.26793)  -0.449
O (3.95075, 0.01947, 1.95687)  0.046
N (3.24174, -0.61123, -0.08238)  -0.056
C (4.08811, 0.38967, -0.70889)  -0.141
C (3.31858, 1.43254, -1.52610)  -0.123
C (2.19511, 2.12888, -0.80239)  -0.230
C (2.21647, 2.35841, 0.56906)  -0.025
C (1.17823, 3.03081, 1.19084)  -0.092
C (0.11048, 3.49450, 0.43933)  -0.689
Cl (-1.19147, 4.32942, 1.21330)  0.683
C (0.07451, 3.28660, -0.93054)  -0.114
C (1.11157, 2.60211, -1.53696)  -0.045
C (2.67817, -1.59053, -0.99295)  -0.108
H (1.04932, -0.02277, 0.05672)  0.107
H (-1.64167, -0.59669, 1.01551)  0.125
H (-0.86623, 0.99996, 0.87423)  0.115
H (-1.90739, -0.65760, -1.48659)  0.125
H (-1.25231, 0.99748, -1.56646)  0.111
H (-5.28492, 1.89250, -0.18322)  0.115
H (-7.30069, 0.72363, 0.64722)  0.101
H (-7.22986, -1.71706, 1.04146)  0.096
H (-5.14161, -2.95838, 0.60339)  0.104
H (-3.15805, -1.82191, -0.20245)  0.093
H (1.49881, -3.37481, -1.02616)  0.153
H (1.52304, -3.73354, 1.43514)  0.125
H (3.15410, -3.59594, 0.76737)  0.125
H (1.57656, -1.43547, 2.24545)  0.128
H (3.06049, -2.20392, 2.78482)  0.128
H (4.64523, 0.87431, 0.09473)  0.120
H (4.80476, -0.11207, -1.37065)  0.131
H (2.92127, 0.97563, -2.43613)  0.106
H (4.04459, 2.18677, -1.84478)  0.128
H (3.03982, 2.01172, 1.17290)  0.103
H (1.20321, 3.19856, 2.25589)  0.111
H (-0.75715, 3.65433, -1.51034)  0.112
H (1.08206, 2.44175, -2.60564)  0.118
H (3.49836, -2.19739, -1.40638)  0.137
H (2.21301, -1.05670, -1.82842)  0.129

=====

Entry 2:
Entry from the OMol25 dataset: a structure of composition C22H25CrN6O7STe (the ωB97M-V functional and the def2-TZVPD basis).

Calculated values
HOMO energy (alpha / beta)	-0.27998 / -0.28025	Ha
multiplicity	2

Each line ends with the Löwdin charge.
CARTESIAN COORDINATES (ANGSTROEM)
Cr (1.40400, -1.31580, -0.01296)  0.742
N (5.32948, -1.34324, 1.23715)  0.066
C (4.35821, -2.05146, 0.66282)  -0.097
N (3.41804, -1.21561, 0.28097)  0.036
C (3.85194, 0.00011, 0.70986)  -0.283
N (5.02074, -0.02897, 1.29147)  0.164
C (2.95530, 1.12418, 0.46807)  -0.147
C (3.30435, 2.46056, 0.57462)  -0.041
N (2.45594, 3.43179, 0.26096)  0.106
C (1.25324, 3.05609, -0.16011)  -0.078
C (0.88610, 1.72288, -0.26041)  -0.097
N (1.73458, 0.74742, 0.05292)  0.054
H (6.15769, -1.68262, 1.69644)  0.168
H (4.33407, -3.12221, 0.55157)  0.158
H (4.29464, 2.73473, 0.91596)  0.126
H (0.55232, 3.83904, -0.41922)  0.120
H (-0.10810, 1.43798, -0.57500)  0.073
O (2.85248, -2.37769, 2.85635)  -0.003
C (1.76324, -1.83039, 2.93843)  -0.482
O (1.12165, -1.20579, 2.01232)  -0.318
H (1.22887, -1.82384, 3.90665)  0.132
C (-0.42759, -4.75209, 0.34883)  -0.119
S (0.80744, -4.28030, -0.82334)  0.457
O (1.63196, -5.43194, -1.09419)  -0.316
O (0.14137, -3.69700, -1.96171)  -0.303
O (1.63831, -3.26074, -0.04307)  -0.436
H (-0.99557, -5.56230, -0.10164)  0.071
H (-1.06067, -3.88943, 0.54623)  0.056
H (0.08188, -5.08347, 1.25042)  0.073
O (-0.38167, -1.38483, -0.16465)  -0.395
O (-1.34234, -1.24465, 0.86901)  -0.599
C (1.55645, -1.65758, -4.82820)  -0.044
C (2.51438, -2.28687, -4.05380)  -0.031
C (2.51285, -2.07482, -2.69009)  -0.112
N (1.63105, -1.27915, -2.07821)  -0.020
C (0.70705, -0.67534, -2.83285)  -0.098
C (0.63768, -0.83149, -4.20220)  -0.031
H (1.51789, -1.81370, -5.89798)  0.113
H (3.24113, -2.95751, -4.48877)  0.115
H (3.22621, -2.57567, -2.05094)  0.112
H (-0.02630, -0.07737, -2.31045)  0.094
H (-0.14173, -0.32955, -4.75755)  0.112
C (-5.73035, 4.39052, 0.35870)  -0.052
C (-4.64797, 3.41434, 0.73424)  -0.271
C (-4.15640, 3.33644, 2.02958)  -0.020
C (-3.16853, 2.42523, 2.37826)  -0.332
C (-2.67638, 2.38901, 3.80350)  -0.123
C (-2.64536, 1.55920, 1.40503)  -0.393
Te (-1.15770, 0.22084, 2.17852)  1.591
C (-3.08719, 1.65665, 0.08331)  -0.282
C (-2.50718, 0.87297, -1.06971)  -0.061
C (-4.09255, 2.57314, -0.21752)  -0.024
H (-6.10294, 4.92488, 1.23165)  0.072
H (-6.57054, 3.87578, -0.10963)  0.080
H (-5.35906, 5.12710, -0.35615)  0.080
H (-4.55473, 3.99604, 2.79353)  0.114
H (-3.10891, 3.20027, 4.38623)  0.078
H (-1.58738, 2.49473, 3.85615)  0.055
H (-2.93896, 1.44456, 4.28734)  0.066
H (-1.91674, 0.01864, -0.75621)  0.032
H (-1.88105, 1.53310, -1.67972)  0.079
H (-3.30305, 0.50480, -1.71771)  0.093
H (-4.44554, 2.63039, -1.24311)  0.122

=====

Entry 3:
Entry from the OMol25 dataset: a structure of composition C22H25CrN6O7STe (the ωB97M-V functional and the def2-TZVPD basis).

Calculated values
HOMO energy (alpha / beta)	-0.22212 / -0.22229	Ha
multiplicity	4

Each line ends with the Löwdin charge.
CARTESIAN COORDINATES (ANGSTROEM)
Cr (1.06135, -1.18732, 1.11737)  0.782
N (4.76645, -1.59652, 2.98637)  0.066
C (3.86075, -2.16752, 2.17537)  -0.069
N (2.80165, -1.39572, 2.11977)  0.051
C (3.11005, -0.32502, 2.91347)  -0.268
N (4.30665, -0.42882, 3.46147)  0.148
C (2.17645, 0.75818, 2.89877)  -0.132
C (2.34355, 1.97308, 3.55897)  -0.047
N (1.53205, 2.99628, 3.38077)  0.113
C (0.53875, 2.80668, 2.50027)  -0.062
C (0.32535, 1.60658, 1.85577)  -0.053
N (1.12905, 0.54388, 2.03797)  0.033
H (5.69585, -1.90332, 3.22647)  0.169
H (3.98685, -3.08402, 1.63847)  0.152
H (3.16535, 2.09628, 4.24777)  0.125
H (-0.10445, 3.65998, 2.33587)  0.121
H (-0.51865, 1.45908, 1.19897)  0.094
O (3.68805, -1.82052, -0.56253)  0.015
C (2.97215, -0.96982, -1.03913)  -0.544
O (2.06165, -0.33202, -0.41143)  -0.371
H (3.10975, -0.62882, -2.08903)  0.138
C (-0.90145, -3.81772, -0.83743)  -0.106
S (0.76265, -3.17542, -1.11493)  0.459
O (1.51075, -4.20332, -1.77913)  -0.289
O (0.62325, -1.94682, -1.88343)  -0.487
O (1.26705, -2.94662, 0.26577)  -0.427
H (-1.35875, -4.00662, -1.79993)  0.067
H (-1.43765, -3.06342, -0.27473)  0.048
H (-0.79205, -4.73492, -0.27823)  0.057
O (-0.63085, -0.96112, 0.34917)  -0.436
O (-1.01275, 0.01858, -0.53513)  -0.572
C (-1.21665, -3.26952, 4.80977)  -0.037
C (-0.32225, -3.98052, 4.01897)  -0.030
C (0.30625, -3.34512, 2.96627)  -0.082
N (0.09495, -2.05852, 2.65007)  -0.023
C (-0.79675, -1.39302, 3.39517)  -0.083
C (-1.46425, -1.94562, 4.46997)  -0.030
H (-1.70385, -3.72942, 5.65347)  0.112
H (-0.10935, -5.01772, 4.22607)  0.113
H (0.99555, -3.87132, 2.32097)  0.116
H (-0.98275, -0.37022, 3.10577)  0.113
H (-2.15995, -1.34632, 5.03597)  0.113
C (-3.50055, 4.75898, -5.03643)  -0.055
C (-2.80195, 3.69488, -4.25003)  -0.279
C (-2.56825, 3.84318, -2.89283)  -0.025
C (-1.83145, 2.90858, -2.18303)  -0.311
C (-1.60255, 3.11818, -0.71983)  -0.099
C (-1.30615, 1.78748, -2.83403)  -0.351
Te (0.29635, 0.61818, -1.92533)  1.661
C (-1.60795, 1.58758, -4.18633)  -0.315
C (-1.15125, 0.36948, -4.93323)  -0.093
C (-2.35085, 2.54088, -4.87063)  -0.026
H (-3.81905, 5.57148, -4.38903)  0.070
H (-4.36825, 4.34888, -5.54993)  0.079
H (-2.82875, 5.16878, -5.79083)  0.081
H (-2.94405, 4.71988, -2.38583)  0.107
H (-1.97915, 4.08828, -0.40573)  0.074
H (-0.53415, 3.04918, -0.49963)  0.033
H (-2.12025, 2.33768, -0.16503)  0.075
H (-0.97055, -0.45692, -4.24163)  0.039
H (-0.22405, 0.57548, -5.47143)  0.084
H (-1.90525, 0.07718, -5.66473)  0.076
H (-2.56165, 2.39678, -5.92073)  0.117

=====

Entry 4:
Entry from the OMol25 dataset: the molecule C22H25F2N3O3S (the ωB97M-V functional and the def2-TZVPD basis).

Calculated values
HOMO energy	-0.28717	Ha

Each line ends with the Löwdin charge.
CARTESIAN COORDINATES (ANGSTROEM)
O (-1.38427, 0.58584, -1.52841)  0.053
C (-0.68504, -0.17656, -0.88160)  -0.445
C (0.41508, -0.98987, -1.56856)  -0.227
C (0.26468, -0.93602, -3.09302)  -0.128
C (1.36631, -1.76249, -3.75003)  -0.181
C (2.73408, -1.26168, -3.29118)  -0.164
C (2.81090, -1.28775, -1.76449)  -0.182
N (1.73163, -0.55134, -1.14036)  -0.181
S (2.04005, 1.04986, -0.80304)  0.701
O (3.39053, 1.08637, -0.32196)  -0.276
O (1.00922, 1.51559, 0.07737)  -0.250
C (1.97161, 2.02352, -2.31140)  -0.264
C (0.75895, 2.50468, -2.76942)  -0.048
C (0.72693, 3.26538, -3.92646)  0.023
C (1.91773, 3.52592, -4.58454)  -0.262
F (1.89112, 4.26158, -5.71045)  0.070
C (3.13825, 3.05948, -4.12301)  0.012
C (3.15760, 2.29981, -2.96619)  -0.062
N (-0.90889, -0.41783, 0.42413)  -0.034
C (0.01825, -1.12553, 1.28609)  -0.130
C (-0.62841, -1.52701, 2.61005)  -0.123
N (-1.25450, -0.40161, 3.29651)  -0.077
C (-2.27072, -0.67912, 4.19249)  -0.168
C (-3.42127, 0.10873, 4.33406)  -0.024
C (-4.39225, -0.17178, 5.27588)  -0.097
C (-4.27362, -1.26252, 6.11774)  -0.099
C (-3.15441, -2.06781, 6.00501)  -0.020
C (-2.18540, -1.77154, 5.07090)  -0.202
F (-1.09974, -2.59285, 5.04416)  0.044
C (-1.27793, 0.79738, 2.48943)  -0.132
C (-1.83157, 0.48113, 1.10557)  -0.097
H (0.31579, -2.04138, -1.25864)  0.155
H (0.31903, 0.09964, -3.42900)  0.105
H (-0.72022, -1.32037, -3.36087)  0.129
H (1.25132, -2.81272, -3.46970)  0.115
H (1.28571, -1.69409, -4.83602)  0.113
H (2.88663, -0.24155, -3.64893)  0.099
H (3.52693, -1.88917, -3.70089)  0.116
H (2.75649, -2.32322, -1.40929)  0.134
H (3.73725, -0.84325, -1.40196)  0.112
H (-0.14644, 2.27469, -2.22886)  0.104
H (-0.19991, 3.65440, -4.31635)  0.125
H (4.04280, 3.29560, -4.66039)  0.122
H (4.08132, 1.92913, -2.55075)  0.119
H (0.35125, -2.04160, 0.79480)  0.124
H (0.90318, -0.50463, 1.46447)  0.118
H (0.15575, -1.96189, 3.23802)  0.122
H (-1.38028, -2.30560, 2.42047)  0.136
H (-3.57802, 0.95440, 3.68473)  0.099
H (-5.25959, 0.46808, 5.34027)  0.102
H (-5.03378, -1.48457, 6.84919)  0.100
H (-3.00941, -2.92565, 6.64296)  0.117
H (-0.25696, 1.17412, 2.37737)  0.123
H (-1.86083, 1.57343, 2.97891)  0.117
H (-2.81453, 0.00121, 1.18756)  0.138
H (-1.92839, 1.38302, 0.49765)  0.126

=====

Calculated molar mass in order - 400.906, 697.140, 697.140, 449.523 g mol⁻¹
Calculated ΔE to the lowest compared entry with this formula, charge and spin in order - 4.1, 9.0, 54.9, 0.0 kcal/mol
Calculated max |F| in order - 0.012, 0.036, 0.067, 0.018 hartree/bohr